The following is a DFT calculation (ωB97M-V/def2-TZVPD) of a molecular structure, C40H45AsN2OOsSTe at a distorted geometry.

Calculated values
E_tot   -4728.637593 Ha
Energy above the lowest of the compared OMol25 structures with the same formula, charge and spin   148.44 kJ/mol

Geometry as ORCA input:
```
! RIJCOSX wB97M-V def2-TZVPD def2/J DEFGRID3
* xyz 0 1
Os 0.36 0.19 0.20
C -3.64 -0.44 -2.10
C -2.54 -0.80 -1.13
O -1.73 0.06 -0.81
N -2.57 -2.07 -0.68
C -1.59 -2.78 0.14
C -1.46 -2.25 1.54
C -2.05 -2.93 2.60
C -2.02 -2.40 3.88
C -1.42 -1.16 4.04
C -0.85 -0.56 2.94
N -0.83 -1.07 1.71
H -3.20 -0.41 -3.10
H -4.00 0.56 -1.87
H -4.47 -1.15 -2.11
H -3.36 -2.62 -0.98
H -0.62 -2.76 -0.35
H -1.91 -3.82 0.18
H -2.53 -3.88 2.40
H -2.46 -2.93 4.71
H -1.36 -0.66 5.00
H -0.36 0.39 3.05
S 0.84 -1.43 -1.40
C 1.80 -0.75 -2.72
C 2.33 -1.60 -3.69
C 3.13 -1.10 -4.70
C 3.41 0.26 -4.77
C 2.88 1.12 -3.83
C 2.06 0.63 -2.82
As 1.20 1.65 -1.43
C -0.16 2.71 -2.33
C -0.06 3.09 -3.67
C -1.06 3.85 -4.26
C -2.16 4.25 -3.51
C -2.27 3.87 -2.18
C -1.27 3.10 -1.59
C 2.53 3.04 -1.08
C 2.16 4.36 -0.86
C 3.11 5.31 -0.52
C 4.45 4.95 -0.39
C 4.82 3.63 -0.61
C 3.87 2.68 -0.95
H 2.14 -2.67 -3.62
H 3.54 -1.77 -5.44
H 4.05 0.64 -5.56
H 3.10 2.18 -3.86
H 0.79 2.78 -4.26
H -0.98 4.14 -5.30
H -2.94 4.84 -3.97
H -3.12 4.18 -1.59
H -1.35 2.78 -0.56
H 1.12 4.65 -0.95
H 2.81 6.34 -0.35
H 5.19 5.69 -0.12
H 5.86 3.34 -0.51
H 4.17 1.65 -1.12
C 2.25 -0.93 3.38
C 2.92 -0.21 2.21
C 3.46 -1.25 1.23
C 4.11 0.61 2.73
C 1.96 0.67 1.39
H 2.99 -1.43 4.00
H 1.55 -1.69 3.01
H 1.69 -0.23 4.01
H 4.19 -1.90 1.74
H 3.97 -0.77 0.39
H 2.66 -1.86 0.82
H 4.81 -0.03 3.26
H 3.79 1.41 3.40
H 4.64 1.08 1.89
H 2.67 1.29 0.82
C -2.84 2.50 7.30
C -1.93 2.46 6.10
C -2.44 2.49 4.81
C -1.61 2.49 3.69
C -2.29 2.49 2.34
C -0.22 2.44 3.86
Te 1.12 2.59 2.18
C 0.31 2.44 5.16
C 1.80 2.46 5.43
C -0.55 2.43 6.25
H -3.85 2.19 7.04
H -2.89 3.51 7.71
H -2.47 1.84 8.09
H -3.51 2.52 4.66
H -3.08 3.24 2.32
H -2.76 1.52 2.15
H -1.60 2.69 1.53
H 2.30 1.59 5.01
H 1.99 2.48 6.51
H 2.26 3.34 4.99
H -0.13 2.42 7.25
*
```